(1)
Density functional theory data (the ωB97M-V functional and the def2-TZVPD basis) for a molecular structure, C4H14N4 at a distorted geometry.

```
22
Properties=species:S:1:pos:R:3:lowdin_charge:R:1
C 1.537 -1.044 0.776 -0.49
C -1.849 1.288 -0.049 -0.46
C 2.679 -0.138 0.306 -0.06
C -2.866 0.332 -0.624 -0.09
N -0.229 0.396 -0.039 -0.02
N 0.279 -0.350 1.079 -0.03
N 1.226 -2.014 -0.265 0.04
N -1.388 2.388 -0.687 -0.07
H -0.221 -0.243 -0.835 0.11
H 0.416 0.311 1.838 0.12
H 1.828 -1.513 1.730 0.13
H -1.970 1.413 1.032 0.11
H 2.057 -2.492 -0.589 0.07
H 0.558 -2.698 0.071 0.08
H -1.676 2.400 -1.665 0.00
H 0.088 1.433 -0.371 0.14
H 2.444 0.313 -0.658 0.07
H 3.600 -0.713 0.202 0.07
H 2.862 0.649 1.038 0.08
H -2.789 -0.643 -0.141 0.07
H -2.714 0.204 -1.698 0.07
H -3.871 0.720 -0.452 0.07
```

strongest force on any atom: 0.046 Eh/bohr
molar mass: 118.18 g/mol
relative energy (zero: lowest compared OMol25 entry of this formula, charge and spin): 310.9 kJ/mol
2S+1: 1
Kohn-Sham gap: 8.5 eV
E_tot: -10332.58240 eV

***

(2)
Density functional theory data (the ωB97M-V functional and the def2-TZVPD basis) for a single C4H14N4 molecule at a distorted geometry.

```
22
Properties=species:S:1:pos:R:3:lowdin_charge:R:1
C -1.789 0.347 -1.500 -0.11
N -0.993 0.561 -0.308 -0.24
C -1.817 0.736 0.871 -0.11
N 0.237 -0.467 -0.313 -0.11
C 0.109 -1.595 0.574 -0.11
C 1.374 0.383 -0.183 -0.55
N 2.309 0.077 -1.241 0.06
N 2.039 0.536 1.107 0.06
H -2.412 1.225 -1.685 0.08
H -1.109 0.217 -2.339 0.08
H -2.449 -0.529 -1.416 0.08
H -2.428 1.635 0.753 0.09
H -1.181 0.864 1.747 0.07
H -2.495 -0.114 1.045 0.08
H 0.054 -1.329 1.641 0.07
H -0.799 -2.135 0.308 0.08
H 0.974 -2.246 0.429 0.09
H 0.821 1.361 -0.416 0.16
H 3.072 0.741 -1.214 0.07
H 2.687 -0.857 -1.123 0.06
H 1.428 0.947 1.801 0.06
H 2.366 -0.359 1.460 0.06
```

strongest force on any atom: 0.070 Eh/bohr
molar mass: 118.18 g/mol
relative energy (zero: lowest compared OMol25 entry of this formula, charge and spin): 242.7 kJ/mol
2S+1: 1
Kohn-Sham gap: 9.4 eV
SMILES: CN(C)N(C)C(N)N
E_tot: -10333.28897 eV

***

(3)
Density functional theory data (the ωB97M-V functional and the def2-TZVPD basis) for 2 unconnected molecules or ions with the total composition C4H14N4 at a distorted geometry.

```
22
Properties=species:S:1:pos:R:3:lowdin_charge:R:1
C 1.285 -0.624 0.042 -0.42
C -2.000 -0.051 -1.351 -0.04
C 0.966 0.416 0.943 -0.11
C -1.844 0.074 0.043 -0.18
N 0.540 -1.721 0.028 0.16
N 1.740 1.722 1.012 0.16
N 2.202 -0.525 -0.969 0.19
N -2.413 -0.803 0.821 0.22
H -1.754 -1.014 -1.789 0.11
H -1.770 0.882 -2.010 0.15
H -3.179 0.006 -1.385 0.17
H 0.476 0.246 1.844 0.09
H -1.190 0.885 0.593 0.15
H 0.353 -2.181 0.930 0.16
H 0.840 -2.352 -0.636 0.10
H 1.987 1.932 -0.003 0.18
H 1.088 2.424 1.419 0.18
H 2.915 0.179 -0.980 0.11
H 2.567 -1.302 -1.413 0.10
H 2.651 1.691 1.602 0.21
H -3.138 -1.416 0.335 0.20
H -2.207 -0.773 1.762 0.11
```

strongest force on any atom: 0.102 Eh/bohr
molar mass: 118.18 g/mol
relative energy (zero: lowest compared OMol25 entry of this formula, charge and spin): 233.8 kJ/mol
2S+1: 1
Kohn-Sham gap: 8.7 eV
charge: +2
E_tot: -10317.38442 eV

***

(4)
Density functional theory data (the ωB97M-V functional and the def2-TZVPD basis) for 2 unconnected molecules or ions with the total composition C4H14NO at a distorted geometry.

```
20
Properties=species:S:1:pos:R:3:lowdin_charge:R:1
C -1.421 -1.219 0.922 -0.10
C -1.314 0.301 0.958 -0.27
N -0.237 0.827 0.069 -0.06
C 1.195 0.668 0.348 -0.30
C 1.707 -0.759 0.509 -0.10
H -2.471 -1.490 1.062 0.07
H -1.008 -1.543 -0.032 0.06
H -0.920 -1.796 1.697 0.07
H -1.039 0.717 1.932 0.10
H -2.249 0.806 0.721 0.08
H -0.314 0.645 -0.945 0.09
H -0.476 1.876 0.082 0.03
H 1.737 1.130 -0.479 0.09
H 1.476 1.233 1.242 0.10
H 1.376 -1.441 -0.272 0.07
H 1.517 -1.121 1.521 0.07
H 2.800 -0.778 0.434 0.07
H -0.698 0.230 -3.545 0.03
H 0.503 1.086 -3.371 0.03
O -0.166 0.626 -2.851 -0.13
```

strongest force on any atom: 0.030 Eh/bohr
molar mass: 92.16 g/mol
relative energy (zero: lowest compared OMol25 entry of this formula, charge and spin): 177.3 kJ/mol
2S+1: 2
Kohn-Sham gap (spin up / spin down): 3.6 / 12.8 eV
E_tot: -7909.14299 eV